## i
Density functional theory data (the ωB97M-V functional and the def2-TZVPD basis) for an isolated molecule of C5H5ClFN.

Geometry (Å):
C  -1.113  1.558  0.032
C  -0.236  0.364  -0.020
C  1.162  0.416  -0.215
C  1.602  -0.875  -0.043
F  2.714  -1.560  0.045
N  0.512  -1.641  -0.189
C  -0.673  -1.000  -0.111
Cl  -2.072  -1.874  -0.043
H  -1.916  1.288  0.791
H  -0.467  2.511  0.294
H  -1.709  1.924  -0.862
H  1.573  1.485  -0.095
H  0.622  -2.598  0.416

Summary:
total charge	0
E_HOMO	-7.95	eV
gap between HOMO and LUMO	8.70	eV

=====

## ii
Density functional theory data (the ωB97M-V functional and the def2-TZVPD basis) for an isolated molecule of C5H5ClFN.

Geometry (Å):
F  -2.178  -0.128  -1.787
C  -1.311  -0.152  -0.715
Cl  -2.448  -0.001  0.759
C  -0.694  -1.494  -0.559
C  0.466  -1.476  0.074
N  1.162  -0.366  0.581
C  0.828  0.827  0.255
C  -0.356  1.016  -0.619
H  -1.366  -2.333  -0.882
H  0.980  -2.474  0.418
H  1.401  1.593  0.884
H  -1.123  1.893  -0.354
H  0.036  1.395  -1.515

Summary:
total charge	0
E_HOMO	-9.73	eV
gap between HOMO and LUMO	9.74	eV

=====

Least stable structure: i

=====

## i
Density functional theory data (the ωB97M-V functional and the def2-TZVPD basis) for a structure of composition C32H41AsBF5N7O7PPbS4.

Geometry (Å):
Pb  -0.325  -1.289  1.407
C  -2.800  1.980  1.082
N  -2.432  1.810  2.459
C  -2.082  2.802  3.332
C  -1.824  2.200  4.519
N  -2.016  0.859  4.387
B  -1.962  -0.079  5.624
N  -1.579  -1.523  5.233
C  -2.226  -2.634  5.682
C  -1.460  -3.723  5.415
N  -0.329  -3.270  4.796
C  0.788  -4.051  4.346
C  -0.441  -1.933  4.672
S  0.722  -0.962  3.862
C  -2.376  0.630  3.126
S  -2.786  -0.874  2.384
H  -3.057  3.024  0.912
H  -3.661  1.345  0.865
H  -1.973  1.696  0.426
H  -2.059  3.833  3.043
H  -1.526  2.622  5.453
H  -3.043  -0.106  6.120
H  -1.114  0.344  6.346
H  -3.181  -2.562  6.158
H  -1.628  -4.762  5.609
H  0.826  -4.984  4.903
H  1.704  -3.485  4.510
H  0.699  -4.258  3.278
F  1.437  6.735  2.815
C  1.724  5.431  2.758
C  0.872  4.551  2.103
F  -0.269  5.011  1.568
C  1.176  3.198  2.013
F  0.297  2.404  1.382
C  2.348  2.675  2.564
S  2.851  1.002  2.505
C  3.174  3.579  3.252
F  4.293  3.105  3.811
C  2.880  4.928  3.355
F  3.704  5.759  3.997
O  4.380  -0.238  0.533
As  2.758  -0.152  -0.258
O  2.265  -1.813  0.064
O  1.975  0.423  1.268
C  2.607  -2.863  -0.719
C  3.819  -2.910  -1.405
C  4.150  -4.002  -2.187
C  3.277  -5.072  -2.304
C  2.071  -5.030  -1.625
C  1.748  -3.952  -0.826
S  0.100  -3.950  -0.110
O  -0.453  -5.253  -0.343
O  -0.585  -2.849  -0.794
O  0.218  -3.637  1.342
H  5.101  0.171  0.054
H  4.510  -2.082  -1.303
H  5.099  -4.019  -2.701
H  3.528  -5.929  -2.910
H  1.339  -5.819  -1.692
O  0.259  0.146  -0.941
P  -0.195  0.510  -2.310
N  0.821  -0.218  -3.435
C  0.760  0.144  -4.848
C  0.391  -1.136  -5.630
C  0.090  -2.168  -4.540
C  0.930  -1.669  -3.368
N  -1.825  0.269  -2.502
C  -2.540  0.526  -3.742
C  -3.992  0.296  -3.339
C  -3.879  -0.931  -2.437
C  -2.561  -0.709  -1.688
N  0.016  2.132  -2.713
C  -1.042  3.097  -2.407
C  -0.393  4.135  -1.500
C  1.029  4.169  -2.043
C  1.304  2.688  -2.300
H  1.748  0.505  -5.159
H  0.038  0.949  -4.992
H  1.243  -1.461  -6.229
H  -0.454  -0.977  -6.300
H  0.357  -3.180  -4.834
H  -0.964  -2.153  -4.264
H  1.981  -1.955  -3.505
H  0.572  -2.034  -2.407
H  -2.258  -0.176  -4.537
H  -2.350  1.543  -4.086
H  -4.649  0.134  -4.192
H  -4.351  1.152  -2.767
H  -3.828  -1.836  -3.043
H  -4.717  -1.024  -1.750
H  -2.003  -1.634  -1.547
H  -2.741  -0.280  -0.699
H  -1.897  2.602  -1.945
H  -1.366  3.564  -3.348
H  -0.397  3.773  -0.477
H  -0.897  5.097  -1.538
H  1.741  4.617  -1.354
H  1.057  4.723  -2.980
H  1.659  2.195  -1.377
H  2.055  2.523  -3.076

Summary:
total charge	0
E_HOMO	-7.21	eV
gap between HOMO and LUMO	7.29	eV

=====

## ii
Density functional theory data (the ωB97M-V functional and the def2-TZVPD basis) for a structure of composition C32H41AsBF5N7O7PPbS4.

Geometry (Å):
Pb  0.461  -0.508  -0.105
C  -1.425  -3.257  2.550
N  -0.027  -3.090  2.944
C  0.411  -2.981  4.248
C  1.756  -2.874  4.195
N  2.143  -2.911  2.872
B  3.636  -3.036  2.440
N  4.062  -1.941  1.377
C  5.165  -2.162  0.581
C  5.349  -1.078  -0.202
N  4.347  -0.188  0.120
C  4.167  1.111  -0.507
C  3.576  -0.723  1.106
S  2.273  0.107  1.882
C  1.043  -3.057  2.121
S  0.976  -3.138  0.399
H  -1.881  -4.004  3.196
H  -1.457  -3.596  1.520
H  -1.965  -2.312  2.635
H  -0.274  -2.968  5.078
H  2.479  -2.765  4.982
H  3.814  -4.114  1.914
H  4.311  -2.880  3.433
H  5.717  -3.084  0.639
H  6.089  -0.859  -0.953
H  4.310  1.008  -1.581
H  4.875  1.832  -0.100
H  3.159  1.462  -0.311
F  -2.558  1.915  7.310
C  -1.924  2.353  6.226
C  -1.499  1.461  5.260
F  -1.708  0.163  5.434
C  -0.819  1.917  4.143
F  -0.376  1.014  3.277
C  -0.571  3.271  3.957
S  0.318  3.997  2.609
C  -1.005  4.141  4.949
F  -0.772  5.456  4.816
C  -1.670  3.703  6.073
F  -2.069  4.569  7.006
O  -1.129  2.234  -0.892
As  -1.470  3.413  0.383
O  -2.515  2.378  1.372
O  -0.001  2.984  1.353
C  -3.819  2.130  0.986
C  -4.739  3.170  0.948
C  -6.066  2.914  0.636
C  -6.474  1.618  0.353
C  -5.551  0.583  0.392
C  -4.218  0.829  0.702
S  -3.154  -0.580  0.963
O  -3.754  -1.675  0.231
O  -3.068  -0.735  2.397
O  -1.867  -0.165  0.357
H  -0.649  2.634  -1.628
H  -4.405  4.174  1.180
H  -6.779  3.729  0.630
H  -7.508  1.412  0.110
H  -5.840  -0.437  0.181
O  1.749  -0.645  -2.385
P  1.530  -1.783  -3.330
N  1.294  -1.228  -4.856
C  0.656  -1.994  -5.939
C  0.915  -1.143  -7.186
C  2.217  -0.409  -6.856
C  2.049  -0.075  -5.378
N  2.804  -2.822  -3.355
C  3.173  -3.711  -4.462
C  4.483  -4.386  -3.991
C  4.751  -3.826  -2.584
C  3.385  -3.349  -2.114
N  0.197  -2.653  -2.919
C  0.037  -4.102  -3.136
C  -1.379  -4.365  -2.635
C  -2.128  -3.104  -3.064
C  -1.125  -1.995  -2.762
H  -0.411  -2.125  -5.749
H  1.097  -2.987  -6.050
H  0.108  -0.422  -7.322
H  0.981  -1.754  -8.085
H  2.369  0.480  -7.468
H  3.072  -1.074  -6.999
H  1.474  0.846  -5.251
H  2.994  0.046  -4.850
H  3.313  -3.133  -5.376
H  2.407  -4.468  -4.657
H  5.305  -4.172  -4.672
H  4.356  -5.468  -3.962
H  5.430  -2.973  -2.637
H  5.184  -4.566  -1.911
H  3.423  -2.577  -1.351
H  2.799  -4.186  -1.716
H  0.789  -4.663  -2.580
H  0.118  -4.369  -4.196
H  -1.373  -4.441  -1.545
H  -1.800  -5.279  -3.050
H  -3.065  -2.955  -2.529
H  -2.339  -3.144  -4.136
H  -1.270  -1.639  -1.740
H  -1.220  -1.137  -3.432

Summary:
total charge	0
E_HOMO	-7.49	eV
gap between HOMO and LUMO	7.60	eV

=====

Least stable structure: i